This record from the OMol25 dataset describes a cluster of 9 separate species, C28H79N5O13 in total in a non-equilibrium geometry. The level of theory is the ωB97M-V functional and the def2-TZVPD basis.

Structure (XYZ):
```
125
Properties=species:S:1:pos:R:3:forces:R:3
C 15.76427 29.78841 32.11759 -0.663 -0.051 -0.494
C 15.25002 30.91111 31.25102 0.363 0.378 0.147
O 16.28866 31.89556 31.15042 0.436 -0.335 0.017
O 15.66956 30.17886 33.47422 0.154 -0.543 0.043
H 16.73757 29.46029 31.75274 0.433 0.203 0.440
H 15.14048 28.90777 31.96441 -0.270 0.038 0.249
H 14.44789 31.40042 31.80352 -0.530 -0.308 -0.345
H 14.99060 30.59135 30.24179 -0.281 -0.147 0.026
H 15.90653 32.71044 30.81646 -0.229 0.826 -0.417
H 16.29217 30.89243 33.63161 0.316 0.060 0.164
C 18.78797 26.42719 23.94196 -0.477 0.522 1.668
C 18.70645 25.12971 23.04616 1.380 1.791 1.495
O 18.72339 25.57630 21.70347 -0.784 -0.585 -0.317
O 18.93729 26.29485 25.39329 0.028 -1.824 -0.909
H 17.88435 27.03047 23.85467 -0.186 -0.061 -0.782
H 19.64002 27.06574 23.70882 0.080 -0.206 -1.080
H 17.84420 24.49497 23.25041 -0.136 0.348 -0.264
H 19.60312 24.56005 23.29024 0.075 -0.341 -0.103
H 19.46638 26.15685 21.52314 0.153 0.020 0.364
H 18.78743 27.15083 25.80126 -0.236 0.466 0.101
C 19.13244 32.83089 32.94851 0.994 0.254 -1.094
C 20.07931 33.22881 34.13003 -2.137 -1.357 -0.154
O 19.53653 34.26984 34.94312 0.279 -0.133 -0.435
O 17.92414 32.10033 33.23780 1.604 1.102 1.734
H 19.69563 32.25812 32.21173 0.500 -0.637 0.295
H 19.03707 33.74196 32.35779 -1.102 0.495 0.190
H 21.07285 33.50319 33.77550 -0.242 0.058 -0.044
H 20.09230 32.31705 34.72721 0.713 -0.152 0.271
H 18.69391 33.90884 35.22819 -0.244 0.217 0.183
H 17.37819 32.02422 32.45183 -0.218 0.322 -0.940
C 16.08631 26.95644 29.14334 1.854 -1.244 0.379
C 17.63255 26.66457 29.33573 -1.343 1.591 1.207
O 18.16978 27.40743 30.45129 -0.318 -1.525 -0.420
O 15.68566 28.23846 28.75349 0.127 0.681 -0.437
H 15.60708 26.78711 30.10758 0.061 -0.688 0.119
H 15.80219 26.23031 28.38168 -0.457 -0.264 0.028
H 18.21683 26.86737 28.43818 -0.194 -0.253 -0.123
H 17.64803 25.61649 29.63472 0.239 -0.075 -0.254
H 18.34961 28.29814 30.14160 0.165 0.783 0.033
H 14.73939 28.11663 28.64706 -0.194 0.587 -0.203
C 10.77121 24.34114 24.01676 1.344 -1.217 0.442
C 11.83674 24.70782 25.10206 -0.782 -0.064 -1.197
C 13.22152 25.14990 24.55962 0.131 -0.120 -0.728
O 14.10249 25.58731 25.58198 -0.330 0.297 -0.239
C 15.32565 26.12864 25.05554 0.138 0.048 1.440
N 11.24621 25.79737 25.85816 1.116 0.538 0.397
H 10.60673 25.09147 23.24342 0.327 0.162 0.115
H 9.80937 24.11725 24.47811 0.091 0.177 0.265
H 11.10240 23.40572 23.56577 -0.160 -0.012 -0.484
H 12.02115 23.87885 25.78536 -0.189 -0.270 -0.082
H 13.10316 25.97771 23.86046 -0.391 0.228 -0.279
H 13.78476 24.38889 24.01951 -0.448 -0.578 -0.252
H 16.04743 25.79780 25.80232 0.536 -0.176 -0.540
H 15.39094 27.21532 25.10995 -0.650 0.233 -0.065
H 15.58657 25.86129 24.03155 -0.197 -0.546 0.070
H 10.67865 26.36756 25.24753 -0.255 -0.004 -0.208
H 12.11160 26.31503 25.91493 -0.245 1.305 1.377
C 18.11129 36.70721 31.23431 0.997 -0.053 -0.303
C 18.58750 36.61826 29.77484 -0.961 -0.414 1.258
C 19.60013 35.52659 29.48911 0.745 1.381 0.786
O 20.72407 35.83950 30.33631 0.738 -1.418 -0.130
C 21.74742 34.81356 30.29970 -0.167 0.697 -0.346
N 17.41588 36.34271 28.95968 0.490 0.250 -0.572
H 17.20060 37.30518 31.26844 0.096 0.170 0.221
H 18.93072 37.15924 31.79315 -0.296 0.180 0.308
H 17.91765 35.74130 31.70081 -0.118 -0.143 -0.239
H 19.04292 37.57293 29.51160 0.184 0.140 -0.003
H 19.87485 35.69540 28.44789 0.240 -0.672 -0.309
H 19.20772 34.52664 29.67407 -0.032 -0.086 -0.051
H 22.62452 35.09455 30.88265 -0.393 0.415 0.429
H 22.16557 34.68942 29.30078 -0.358 -0.085 -0.388
H 21.40364 33.84249 30.65598 -0.310 -0.023 0.040
H 17.75443 36.49592 28.02053 -0.422 -0.292 -0.765
H 16.72811 37.06898 29.09963 -0.179 0.313 0.080
C 20.10636 31.23258 29.06549 0.647 0.048 -0.630
C 18.86230 30.61641 28.46084 1.025 -1.526 -0.595
C 19.27139 29.45956 27.44903 -1.140 0.561 0.807
O 18.11325 28.72674 26.92405 0.566 1.290 -0.568
C 17.27607 29.55108 26.01991 0.195 -0.733 0.998
N 18.11971 29.99553 29.57645 -0.383 0.466 -1.613
H 20.83850 31.44454 28.28630 -0.101 0.753 -0.156
H 20.67521 30.54777 29.69442 -0.509 -0.420 0.247
H 19.87326 32.10187 29.68038 0.057 0.168 -0.225
H 18.26378 31.29975 27.85842 -0.007 0.518 0.286
H 19.88611 28.82023 28.08264 -0.185 -0.731 -0.333
H 19.86076 29.78079 26.59022 0.077 0.436 0.133
H 17.79356 30.36387 25.51032 0.418 -0.062 0.276
H 16.44282 29.96606 26.58698 0.028 0.078 0.098
H 16.85025 28.89920 25.25713 0.160 -0.183 0.061
H 17.60913 30.74691 30.01785 0.055 0.309 0.636
H 17.37418 29.54276 29.06723 -0.702 -0.627 0.110
C 22.39683 29.98313 24.60362 -1.448 -0.148 0.398
C 22.41993 30.45859 23.15593 0.025 -0.381 -0.022
C 20.98721 30.76423 22.66075 -0.460 0.682 0.464
O 20.10652 29.67398 22.79165 0.047 -1.165 0.146
C 18.72100 29.96079 22.64330 0.354 0.122 0.395
N 23.31013 31.60972 22.99839 -0.039 0.474 0.046
H 23.27607 30.14936 25.22605 0.409 -0.342 -0.543
H 22.00219 28.96949 24.67364 0.435 -0.254 0.076
H 21.62856 30.54779 25.13183 -0.177 0.365 0.048
H 22.83954 29.68984 22.50705 -0.055 -0.236 -0.012
H 20.92715 31.11846 21.63166 0.502 0.152 -0.200
H 20.56359 31.53964 23.29901 0.240 0.604 0.117
H 18.51189 30.61291 21.79529 0.042 -0.253 -0.374
H 18.28785 30.47268 23.50263 0.319 0.289 0.260
H 18.20201 29.00295 22.60726 0.069 0.043 -0.473
H 24.20428 31.33803 23.38151 0.493 -0.493 -0.444
H 23.09069 32.29210 23.70994 -0.776 0.565 0.007
C 16.07469 33.46329 27.73720 -0.297 0.579 -0.457
C 14.80826 34.09722 28.32146 0.866 0.421 0.606
C 13.51623 33.26067 28.30533 0.398 -0.383 -1.497
O 13.25602 32.57347 27.02375 -0.179 0.507 0.277
C 12.95267 33.42051 25.89492 1.365 0.252 0.470
N 15.20328 34.55284 29.67270 -1.301 -1.609 1.148
H 16.65529 32.73662 28.30549 -0.845 -0.383 0.545
H 16.76984 34.30285 27.73877 0.165 -0.071 -0.832
H 15.86391 33.04352 26.75360 0.381 0.200 -0.141
H 14.61417 35.05705 27.84276 -0.085 -0.279 -1.121
H 12.64722 33.88857 28.50197 -0.076 0.098 0.367
H 13.61596 32.46093 29.03920 -0.235 -0.048 -0.027
H 13.77638 34.12790 25.79907 -0.200 0.576 0.076
H 11.99144 33.93426 25.90939 -0.135 0.014 0.535
H 13.01788 32.91617 24.93082 -0.155 -0.883 0.402
H 14.43261 35.06772 30.07405 -0.011 0.217 0.285
H 16.02410 35.14115 29.65649 0.164 0.046 -0.443
```
Forces are in eV/Å.

total charge	-1
relative energy (zero: lowest compared OMol25 entry of this formula, charge and spin)	0.0	kcal/mol
orbital gap (spin up / spin down)	0.06903 / 0.34725	Eh
2S+1	2
max |F|	2.71	eV/Å
LUMO energy (spin up / spin down)	2.29 / 2.30	eV

Here are the Löwdin charges for atoms 1 to 6, given in e: -0.24 -0.20 -0.12 -0.05 0.11 0.12